# 1
# C2H4N2OS

One molecule with the formula C2H4N2OS at a distorted geometry (wB97M-V/def2-TZVPD, the Open Molecules 2025 dataset).

Computed properties:
**ΔE to the lowest compared entry with this formula, charge and spin**: 282.9 kJ/mol
**Multiplicity**: 1
**LUMO**: 0.52 eV
**Orbital gap**: 10.03 eV

Cartesian coordinates (Å):
1 C 0.332 1.109 0.039
2 C 0.900 -0.282 0.177
3 N -0.884 1.259 -0.228
4 N -0.040 -1.264 -0.266
5 O -2.536 -0.347 0.793
6 S -1.801 -0.159 -0.425
7 H 0.979 1.959 0.208
8 H 1.869 -0.340 -0.320
9 H 1.064 -0.422 1.258
10 H 0.115 -1.513 -1.236

Atomic forces in eV per Å
0.4 -0.6 0.0
0.1 0.0 0.5
-0.8 0.4 -0.3
-2.5 1.0 -0.2
-0.5 -0.2 0.6
3.0 -1.0 -0.3
0.0 0.3 0.1
0.0 0.0 -0.1
0.2 0.1 -0.1
0.1 0.0 -0.2

***

# 2
# C4H11IOSi

One molecule with the formula C4H11IOSi at a distorted geometry (wB97M-V/def2-TZVPD, the Open Molecules 2025 dataset).

Computed properties:
**ΔE to the lowest compared entry with this formula, charge and spin**: 326.0 kJ/mol
**Multiplicity**: 1
**LUMO**: 0.49 eV
**Orbital gap**: 8.02 eV

Cartesian coordinates (Å):
1 C -1.883 1.558 1.482
2 C -0.058 -2.611 -0.698
3 C -1.283 1.300 0.148
4 C 3.479 0.178 -1.727
5 O -1.020 -0.069 -0.257
6 Si 0.083 -1.074 0.342
7 I 2.319 0.244 0.410
8 H -2.716 2.381 1.407
9 H -2.354 0.575 1.736
10 H -1.121 1.964 2.199
11 H 0.130 -2.294 -1.755
12 H 0.696 -3.336 -0.253
13 H -1.060 -2.930 -0.751
14 H -0.442 1.963 0.049
15 H -1.988 1.687 -0.688
16 H 4.487 0.603 -1.379
17 H 2.800 0.973 -2.135
18 H -0.068 -1.111 1.870

Atomic forces in eV per Å
-1.6 0.5 0.9
2.5 0.8 0.1
-1.4 1.2 -3.3
-0.1 0.0 0.2
-0.4 1.5 0.5
0.4 0.2 1.0
-0.1 -0.4 -0.3
1.5 -1.7 0.1
0.2 1.0 0.7
-0.8 -0.9 -0.3
0.6 -0.4 0.8
-1.1 0.5 -1.1
-1.3 -0.8 0.6
1.0 -0.3 -0.3
0.9 -0.8 1.4
-1.4 0.0 -0.2
0.9 -0.1 0.3
0.2 -0.3 -1.0

***

# 3
# C13H26NO3P2W

C13H26NO3P2W as an isolated structure at a distorted geometry (wB97M-V/def2-TZVPD, the Open Molecules 2025 dataset).

Computed properties:
**Multiplicity**: 3
**LUMO (alpha / beta)**: -12.37 / -12.54 eV
**Net charge**: +3
**Orbital gap (alpha / beta)**: 6.40 / 6.23 eV

Cartesian coordinates (Å):
1 W 0.116 0.499 0.931
2 P -2.126 0.085 0.462
3 C -2.247 0.735 -1.308
4 C -0.903 1.250 -1.830
5 N 0.202 0.952 -1.104
6 C 1.481 1.167 -1.544
7 C 1.672 1.989 -2.654
8 C 0.575 2.270 -3.480
9 C -0.688 1.802 -3.093
10 C 2.550 0.789 -0.517
11 P 2.034 -0.640 0.590
12 H -1.549 1.854 -3.765
13 H 2.680 2.360 -2.842
14 H 0.738 2.793 -4.440
15 H 3.483 0.421 -0.992
16 H 2.822 1.670 0.102
17 H -2.625 -0.018 -2.014
18 H -3.021 1.539 -1.278
19 H -0.657 -2.799 -3.111
20 O -1.464 -3.132 -3.574
21 H -2.205 -2.917 -2.886
22 H 0.130 -1.361 0.893
23 O -0.588 -2.923 0.648
24 H -0.408 -3.744 1.142
25 C 2.410 -2.009 -0.500
26 H 3.156 -1.670 -1.260
27 H 2.842 -2.832 0.115
28 H 1.475 -2.358 -0.988
29 C 3.177 -0.741 1.960
30 H 2.895 -1.629 2.538
31 H 4.203 -0.853 1.587
32 H 3.127 0.140 2.612
33 C -3.398 1.249 1.056
34 H -4.195 1.190 0.308
35 H -3.791 1.026 2.051
36 H -2.972 2.256 1.062
37 C -2.672 -1.617 0.720
38 H -2.971 -1.788 1.774
39 H -3.512 -1.866 0.048
40 H -1.589 -2.488 0.553
41 C -0.007 1.336 3.953
42 C 0.703 1.665 2.707
43 O 1.589 2.532 2.536
44 H 0.596 0.614 4.517
45 H -1.012 0.946 3.789
46 H -0.057 2.261 4.526

Atomic forces in eV per Å
0.6 1.5 1.0
-2.1 -0.7 -1.0
0.4 0.3 -0.3
0.4 -0.5 -0.9
0.4 -0.2 1.0
-0.2 1.6 0.4
0.4 -0.8 0.4
0.1 -0.3 0.0
-0.8 0.1 0.0
0.3 0.6 0.0
2.9 -0.9 -1.5
0.3 0.3 0.1
-0.3 -0.2 -0.3
-0.3 -0.3 0.7
-0.4 0.4 0.2
-0.1 -0.3 -0.3
0.1 0.0 0.2
0.8 -0.5 -0.2
-0.8 -0.6 -0.7
-1.1 1.4 2.7
1.9 -0.8 -2.0
-0.7 1.3 0.4
0.5 0.8 -0.6
-1.1 0.0 0.0
-0.2 -1.0 -0.3
-0.6 -0.4 0.6
-0.3 0.4 -0.6
0.7 0.0 0.2
-0.1 0.2 0.7
0.2 0.1 0.0
-0.2 -0.1 0.0
0.1 -0.2 -0.2
-0.1 -0.2 0.9
-0.1 0.0 0.3
0.1 0.0 -0.1
-0.1 0.0 -0.1
-2.5 1.5 0.2
0.5 -0.1 -0.5
0.6 -0.5 0.1
1.3 -1.5 0.4
0.1 -0.1 0.4
2.9 2.9 -1.6
-3.0 -3.3 0.0
-0.1 0.0 0.1
-0.1 -0.1 0.1
-0.1 0.1 0.2

***

# 4
# C3H18N2O6S2

A 6-piece molecular cluster, C3H18N2O6S2 overall at a distorted geometry (wB97M-V/def2-TZVPD, the Open Molecules 2025 dataset).

Computed properties:
**Structure (SMILES)**: NC(=O)[C@H](N)CSS.O.O.O.O.O
**ΔE to the lowest compared entry with this formula, charge and spin**: 154.6 kJ/mol
**Multiplicity**: 1
**LUMO**: 0.19 eV
**Orbital gap**: 9.27 eV

Cartesian coordinates (Å):
1 N 0.125 2.532 -0.933
2 C -0.254 1.211 -1.009
3 O -1.344 0.820 -0.832
4 C 0.911 0.255 -1.499
5 N 0.399 -0.843 -2.305
6 C 1.883 -0.033 -0.385
7 S 2.880 -1.706 -0.605
8 S 2.118 -2.925 0.917
9 H 1.078 2.793 -0.795
10 H -0.535 3.172 -0.457
11 H 1.417 0.917 -2.189
12 H 1.118 -1.292 -2.878
13 H -0.233 -1.499 -1.869
14 H 2.806 0.719 -0.298
15 H 1.421 -0.244 0.596
16 H 0.887 -3.399 0.556
17 O 1.870 2.167 1.340
18 H 1.201 2.351 2.052
19 H 2.710 2.023 1.758
20 O -0.645 1.373 2.403
21 H -0.427 0.706 3.021
22 H -0.802 0.810 1.630
23 O -3.139 -0.488 -1.900
24 H -3.036 0.195 -1.209
25 H -2.622 0.030 -2.575
26 O -1.604 -1.732 2.875
27 H -2.105 -1.643 2.087
28 H -1.091 -2.419 2.650
29 O -1.531 -1.528 0.244
30 H -1.416 -0.555 0.051
31 H -2.039 -1.768 -0.439

Atomic forces in eV per Å
-1.8 -0.1 0.5
5.6 1.6 -1.3
-3.4 -0.2 1.3
-0.7 0.6 -0.8
-0.1 0.6 -0.3
3.2 -1.1 1.3
-1.5 0.6 0.4
0.1 0.3 0.0
0.5 -0.2 0.0
0.6 -0.8 -0.5
0.3 0.0 -0.4
-0.5 0.2 0.6
0.3 0.1 0.3
-2.5 -1.4 -0.2
0.3 0.5 -0.5
0.5 0.4 -0.5
-1.2 0.8 0.6
0.8 -0.5 -0.9
0.5 0.0 0.5
-0.3 0.7 -1.4
0.2 -1.1 1.5
-0.1 0.5 0.0
0.4 1.5 -0.9
-0.6 -0.8 -0.1
-0.7 -1.3 0.4
-2.2 3.6 2.6
-0.9 0.5 -1.3
3.3 -3.9 -0.9
3.2 2.2 3.8
-0.1 -1.4 0.1
-3.3 -1.6 -4.2

***

# 5
# C9H11NO3P

An isolated ion of composition C9H11NO3P and charge -1 at a distorted geometry (wB97M-V/def2-TZVPD, the Open Molecules 2025 dataset).

Computed properties:
**Structure (SMILES)**: N/C(=C/c1ccccc1)C[P@](=O)([O-])O
**ΔE to the lowest compared entry with this formula, charge and spin**: 247.5 kJ/mol
**Multiplicity**: 1
**LUMO**: 3.39 eV
**Net charge**: -1
**Orbital gap**: 6.89 eV

Cartesian coordinates (Å):
1 N 2.115 1.949 -0.425
2 C 1.443 0.829 -0.521
3 C 0.041 1.040 0.076
4 C -1.029 0.158 0.166
5 C -1.034 -1.162 -0.280
6 C -2.095 -2.043 -0.283
7 C -3.352 -1.447 0.062
8 C -3.370 -0.162 0.562
9 C -2.277 0.672 0.686
10 C 2.570 -0.348 -1.032
11 P 4.015 -0.542 0.114
12 O 4.535 0.887 0.334
13 O 4.976 -1.644 -0.224
14 O 3.164 -0.925 1.479
15 H 1.869 2.684 0.231
16 H 3.166 1.867 -0.628
17 H -0.117 2.039 0.284
18 H 0.113 -1.449 -0.334
19 H -2.111 -3.098 -0.621
20 H -4.255 -2.133 0.243
21 H -4.323 0.125 1.019
22 H -2.318 1.651 1.140
23 H 2.717 0.061 -2.065
24 H 1.960 -1.201 -1.073
25 H 3.861 -0.887 2.279

Atomic forces in eV per Å
3.6 1.7 -0.9
-2.3 -0.6 2.7
5.3 -3.1 -2.6
-2.9 1.0 0.5
4.1 -1.6 0.5
-1.8 1.1 -0.3
0.1 -2.5 0.4
-1.2 0.5 1.1
1.0 -1.4 -1.1
-3.0 2.6 0.0
1.3 1.8 0.9
-0.3 -1.5 -0.6
-1.1 0.6 -0.2
2.2 -0.1 2.2
-0.1 -0.4 -0.5
-1.7 0.3 1.0
-0.3 1.9 0.5
-2.7 -0.3 -0.6
0.6 0.8 0.4
1.3 1.2 -0.6
0.2 0.3 -0.3
-0.1 0.1 0.0
0.6 -0.8 0.9
-0.3 -1.6 -0.4
-2.3 -0.1 -2.8

***

# 6
# C29H31ClN2O3S

A 2-piece molecular cluster, C29H31ClN2O3S overall at a distorted geometry (wB97M-V/def2-TZVPD, the Open Molecules 2025 dataset).

Computed properties:
**Multiplicity**: 1
**LUMO**: -2.27 eV
**Orbital gap**: 3.00 eV

Cartesian coordinates (Å):
1 C 1.415 4.589 1.298
2 N 1.165 3.180 1.117
3 C 2.157 2.283 0.823
4 O 3.334 2.566 0.630
5 C 1.509 0.897 0.770
6 C 2.051 -0.081 1.812
7 C 3.530 -0.354 1.653
8 C 4.421 -0.026 2.679
9 C 5.799 -0.150 2.476
10 C 6.280 -0.684 1.269
11 C 5.381 -1.076 0.267
12 C 4.003 -0.927 0.468
13 N 0.090 1.210 0.970
14 C -0.844 0.240 0.983
15 C -2.193 0.466 1.216
16 C -3.186 -0.510 1.269
17 C -4.592 -0.175 1.295
18 C -5.581 -1.165 1.043
19 C -6.936 -0.895 1.213
20 C -7.363 0.403 1.546
21 C -6.415 1.425 1.681
22 C -5.052 1.146 1.561
23 C -0.178 2.639 1.205
24 C -0.755 2.929 2.601
25 C -1.061 3.294 0.129
26 H 2.486 4.773 1.215
27 H 0.876 5.174 0.545
28 H 1.061 4.909 2.285
29 H 1.664 0.477 -0.240
30 H 1.851 0.329 2.813
31 H 1.488 -1.022 1.714
32 H 4.022 0.370 3.620
33 H 6.493 0.172 3.256
34 H 7.356 -0.791 1.111
35 H 5.745 -1.492 -0.676
36 H 3.286 -1.225 -0.301
37 H -0.458 -0.777 0.828
38 H -2.483 1.502 1.366
39 H -2.881 -1.553 1.152
40 H -5.250 -2.157 0.722
41 H -7.666 -1.696 1.073
42 H -8.428 0.621 1.652
43 H -6.734 2.453 1.875
44 H -4.337 1.961 1.703
45 H -0.044 2.598 3.370
46 H -0.923 4.011 2.686
47 H -1.707 2.419 2.762
48 H -0.558 3.245 -0.847
49 H -2.036 2.808 0.051
50 H -1.214 4.346 0.403
51 Cl -3.631 -2.601 3.419
52 C -3.561 -4.154 3.977
53 S -2.065 -4.877 4.461
54 C -2.447 -6.328 5.505
55 C -2.400 -6.205 6.895
56 C -2.635 -7.327 7.699
57 C -2.906 -8.567 7.111
58 C -2.937 -8.686 5.718
59 C -2.698 -7.566 4.912
60 O -1.372 -5.447 3.326
61 O -1.345 -3.998 5.364
62 H -4.485 -4.626 4.296
63 H -2.159 -5.244 7.348
64 H -2.589 -7.222 8.782
65 H -3.078 -9.443 7.739
66 H -3.129 -9.650 5.248
67 H -2.688 -7.659 3.827

Atomic forces in eV per Å
-0.2 0.3 0.0
0.6 -0.3 -0.1
0.8 0.6 -0.2
-1.5 -0.5 0.3
0.3 0.2 -0.6
0.0 -0.2 0.4
0.1 -0.2 0.0
0.1 0.2 -0.4
-0.2 -0.3 -0.3
-0.3 0.2 0.1
-0.2 0.0 0.2
0.4 0.3 0.2
-0.9 -1.1 -0.1
0.7 0.4 0.3
-0.7 0.0 0.4
0.7 0.2 -1.2
-1.0 0.3 0.1
0.3 0.1 0.3
0.1 0.3 -0.1
0.4 -0.2 -0.2
0.2 -0.1 -0.1
-0.1 -0.4 0.2
-0.1 0.6 0.2
0.2 -0.2 0.1
0.2 -0.2 -0.2
-0.1 -0.1 0.0
0.2 0.0 0.1
0.2 0.0 -0.1
-0.1 0.2 0.3
0.0 -0.2 -0.2
0.1 0.2 0.1
0.2 -0.1 -0.3
-0.2 -0.2 -0.3
-0.4 0.1 0.0
-0.1 0.1 0.4
0.3 0.1 0.1
-0.2 0.4 0.0
0.0 -0.5 -0.1
-0.3 0.3 -0.1
-0.2 0.3 0.4
0.3 0.3 0.0
0.4 -0.1 0.0
0.1 -0.4 0.0
-0.3 -0.3 0.0
-0.2 0.1 -0.2
0.0 -0.3 0.1
0.2 0.2 0.1
-0.2 0.0 0.2
0.2 0.2 -0.1
0.0 -0.3 -0.2
0.3 1.9 0.0
0.0 -2.8 0.9
-1.1 -0.2 0.6
-0.4 0.2 -0.2
-0.1 -0.2 0.1
0.1 0.1 -0.4
0.0 0.2 -0.2
0.1 0.3 0.0
-0.1 -0.1 0.2
0.5 0.2 -0.2
0.6 0.3 -0.3
0.3 0.0 -0.2
-0.1 -0.2 -0.2
0.0 -0.1 -0.3
0.0 0.2 -0.2
0.0 0.2 0.2
0.0 0.1 0.2